--- 1 ---
The following is a DFT calculation (wB97M-V/def2-TZVPD) of a gas-phase ion, C3H4NS (charge +1).

Properties
E_HOMO = -14.14 eV
total charge = +1
Kohn-Sham gap = 0.2801 Eh

Each line ends with the natural charge from an NBO analysis.
Positions of all 9 atoms, in Å:
1 C 0.436 -0.982 -0.001  0.361
2 C -0.778 -1.028 -0.155  -0.450
3 C -1.383 1.376 0.022  -0.390
4 N 1.714 -0.944 0.089  -0.760
5 S -2.138 -0.066 0.040  0.860
6 H -2.000 2.264 0.015  0.254
7 H -0.316 1.498 -0.012  0.245
8 H 2.218 -1.626 0.646  0.443
9 H 2.247 -0.492 -0.645  0.436



--- 2 ---
The following is a DFT calculation (wB97M-V/def2-TZVPD) of a gas-phase ion, C3H4NS (charge +1).

Properties
E_HOMO = -16.36 eV
total charge = +1
Kohn-Sham gap = 0.3502 Eh

Each line ends with the natural charge from an NBO analysis.
Positions of all 9 atoms, in Å:
1 C -0.371 0.936 -0.424  0.300
2 C 1.411 -0.369 -0.349  -0.059
3 C -0.932 -0.271 0.536  -0.699
4 N 0.845 0.753 -0.848  -0.415
5 S 0.530 -1.260 0.687  0.684
6 H -1.009 1.734 -0.703  0.245
7 H 2.535 -0.678 -0.504  0.306
8 H -1.293 0.012 1.579  0.322
9 H -1.715 -0.857 0.027  0.316



Which one sits at the bottom of the stability order? 1 does.



--- 1 ---
The following is a DFT calculation (wB97M-V/def2-TZVPD) of 2 unconnected molecules or ions with the total composition C3H9N4.

Properties
E_HOMO = -13.33 eV
total charge = +1
Kohn-Sham gap = 0.3832 Eh

Each line ends with the natural charge from an NBO analysis.
Positions of all 16 atoms, in Å:
1 C 0.124 -1.523 -1.237  0.338
2 C -0.067 1.869 2.769  -0.755
3 C -0.489 1.712 1.438  0.481
4 N -0.779 1.595 -0.967  -0.622
5 N -0.651 1.711 0.284  -0.004
6 N 0.403 -0.548 -2.034  -0.745
7 N 0.598 -2.770 -1.495  -0.807
8 H 0.421 2.721 2.936  0.271
9 H -0.816 1.644 3.668  0.297
10 H 0.614 1.073 3.137  0.307
11 H -0.466 -1.504 -0.381  0.182
12 H -1.128 2.331 -1.538  0.412
13 H -0.250 0.811 -1.619  0.446
14 H 1.014 -0.625 -2.821  0.391
15 H -0.014 -3.538 -1.415  0.406
16 H 1.455 -2.913 -1.969  0.403



--- 2 ---
The following is a DFT calculation (wB97M-V/def2-TZVPD) of a gas-phase ion, C3H9N4 (charge +1).

Properties
E_HOMO = -13.93 eV
total charge = +1
Kohn-Sham gap = 0.3514 Eh
SMILES = C=N/C=[NH+]\NCN

Each line ends with the natural charge from an NBO analysis.
Positions of all 16 atoms, in Å:
1 C -1.914 1.186 -0.030  0.164
2 N -2.335 -0.005 0.190  -0.419
3 C -1.694 -1.101 0.214  0.340
4 N -0.436 -1.071 -0.261  -0.428
5 N 0.108 0.164 -0.585  -0.417
6 C 1.275 0.524 0.260  -0.070
7 N 2.297 -0.463 0.073  -0.871
8 H -2.317 1.731 -0.878  0.221
9 H -1.469 1.775 0.766  0.208
10 H -2.141 -2.031 0.523  0.247
11 H 0.098 -1.915 -0.432  0.436
12 H 0.358 0.212 -1.574  0.395
13 H 1.570 1.527 -0.060  0.211
14 H 0.917 0.560 1.292  0.198
15 H 2.561 -0.963 0.909  0.391
16 H 3.121 -0.129 -0.406  0.394



--- 3 ---
The following is a DFT calculation (wB97M-V/def2-TZVPD) of 2 unconnected molecules or ions with the total composition C3H9N4.

Properties
E_HOMO = -14.35 eV
total charge = +1
Kohn-Sham gap = 0.3093 Eh

Each line ends with the natural charge from an NBO analysis.
Positions of all 16 atoms, in Å:
1 C -1.287 -1.157 0.070  -0.049
2 C -1.945 -0.068 -0.441  -0.275
3 C 0.018 1.103 0.361  0.260
4 N -0.518 -0.937 1.166  -0.032
5 N -0.095 0.248 1.392  -0.158
6 N 0.007 2.426 0.501  -0.730
7 N 2.056 -1.384 -0.644  -1.116
8 H -1.350 -2.217 -0.274  0.280
9 H -2.346 -0.129 -1.469  0.247
10 H -2.465 0.722 0.084  0.257
11 H 0.371 0.616 -0.617  0.293
12 H 0.664 3.072 -0.064  0.454
13 H -0.268 2.835 1.451  0.439
14 H 2.400 -1.145 0.309  0.372
15 H 2.996 -1.595 -1.095  0.381
16 H 1.763 -2.391 -0.730  0.376



Which one sits at the bottom of the stability order? 3 does.



--- 1 ---
The following is a DFT calculation (wB97M-V/def2-TZVPD) of 2 unconnected molecules or ions with the total composition C3H9N4.

Properties
E_HOMO = -14.40 eV
total charge = +1
Kohn-Sham gap = 0.4133 Eh

Each line ends with the natural charge from an NBO analysis.
Positions of all 16 atoms, in Å:
1 C 0.277 -0.235 1.451  -0.288
2 C 0.285 0.968 0.537  -0.266
3 C -0.380 -0.906 -0.614  -0.068
4 N -4.208 -0.261 -0.815  0.161
5 N -3.203 0.185 -0.836  -0.112
6 N -0.448 -1.242 0.737  -0.578
7 N -0.597 0.586 -0.615  -0.532
8 H 1.275 -0.608 1.799  0.240
9 H -0.171 -0.176 2.498  0.249
10 H -0.208 1.874 1.018  0.248
11 H 1.301 1.271 0.126  0.252
12 H -1.201 -1.343 -1.216  0.227
13 H 0.553 -1.186 -1.067  0.225
14 H -1.446 -1.237 1.044  0.370
15 H -1.582 0.636 -0.464  0.439
16 H -0.351 1.007 -1.463  0.434



--- 2 ---
The following is a DFT calculation (wB97M-V/def2-TZVPD) of 2 unconnected molecules or ions with the total composition C3H9N4.

Properties
E_HOMO (spin up / spin down) = -15.92 / -15.92 eV
total charge = +1
Kohn-Sham gap (spin up / spin down) = 0.3773 / 0.3772 Eh

Each line ends with the natural charge from an NBO analysis.
Positions of all 16 atoms, in Å:
1 C 1.345 0.456 -1.713  0.174
2 C 0.657 -1.508 -1.175  -0.190
3 C -0.928 -0.180 2.472  -0.858
4 N 1.660 -0.756 -1.824  -0.249
5 N 0.111 0.552 -0.974  0.135
6 N -0.492 1.662 -0.646  -0.541
7 N -0.297 -0.595 -0.666  -0.063
8 H 1.868 1.311 -2.095  0.252
9 H 0.196 -2.228 -1.867  0.299
10 H 1.070 -2.134 -0.372  0.299
11 H -1.420 0.553 3.099  0.230
12 H -0.062 0.272 2.008  0.183
13 H -1.625 -0.548 1.726  0.209
14 H -1.336 1.603 -0.090  0.447
15 H -0.137 2.549 -0.974  0.434
16 H -0.609 -1.008 3.091  0.237



Which one sits at the bottom of the stability order? 2 does.



--- 1 ---
The following is a DFT calculation (wB97M-V/def2-TZVPD) of a molecular structure, C3H9N4.

Properties
E_HOMO = -14.09 eV
total charge = +1
Kohn-Sham gap = 0.3414 Eh

Each line ends with the natural charge from an NBO analysis.
Positions of all 16 atoms, in Å:
1 C 1.310 0.627 -0.780  -0.227
2 C 0.766 -0.857 -0.720  -0.246
3 C -1.561 -0.856 0.217  -0.094
4 N 1.116 0.995 0.610  -0.384
5 N -1.768 0.499 0.740  -0.463
6 N -0.109 -0.857 0.361  -0.257
7 N 0.022 0.339 0.996  0.037
8 H 2.286 0.611 -1.058  0.247
9 H 0.593 1.210 -1.325  0.204
10 H 0.212 -0.850 -1.684  0.218
11 H 1.483 -1.647 -0.688  0.234
12 H -1.951 -1.483 0.983  0.236
13 H -1.836 -0.859 -0.917  0.215
14 H 1.643 1.679 1.058  0.445
15 H -2.085 1.195 0.115  0.369
16 H -0.120 0.254 2.092  0.465



--- 2 ---
The following is a DFT calculation (wB97M-V/def2-TZVPD) of a gas-phase ion, C3H9N4 (charge +1).

Properties
E_HOMO = -13.31 eV
total charge = +1
Kohn-Sham gap = 0.3624 Eh
SMILES = [H]/N=N/[C@@H](C)C(N)=[NH2+]

Each line ends with the natural charge from an NBO analysis.
Positions of all 16 atoms, in Å:
1 H 3.332 0.948 0.706  0.356
2 N 2.487 0.310 0.341  -0.276
3 N 1.412 0.881 0.208  -0.165
4 C 0.497 0.000 -0.427  -0.124
5 C 0.850 -1.507 -0.283  -0.652
6 C -1.042 0.479 0.042  0.585
7 N -2.079 -0.060 -0.553  -0.716
8 N -1.191 1.447 0.895  -0.704
9 H 0.417 0.149 -1.489  0.253
10 H 1.743 -1.782 -0.910  0.267
11 H 1.206 -1.756 0.780  0.247
12 H 0.030 -2.183 -0.536  0.221
13 H -2.104 -0.878 -1.142  0.450
14 H -2.924 0.310 -0.202  0.406
15 H -0.568 1.808 1.588  0.455
16 H -2.066 1.833 0.980  0.398



Which one sits at the bottom of the stability order? 1 does.



--- 1 ---
The following is a DFT calculation (wB97M-V/def2-TZVPD) of a molecular structure, C3H9BNO2.

Properties
E_HOMO = -15.22 eV
total charge = +1
Kohn-Sham gap = 0.3948 Eh

Each line ends with the natural charge from an NBO analysis.
Positions of all 16 atoms, in Å:
1 B -1.424 -0.258 -0.054  1.044
2 C 0.602 0.835 0.682  -0.513
3 C -0.198 1.677 -0.326  -0.062
4 C 0.044 -0.547 0.564  -0.153
5 N 1.364 -1.440 -0.552  -0.794
6 O -1.439 1.018 -0.494  -0.644
7 O -2.436 -1.092 0.074  -0.843
8 H 1.680 0.917 0.549  0.240
9 H 0.385 1.185 1.697  0.269
10 H -0.387 2.691 0.033  0.219
11 H 0.297 1.742 -1.300  0.186
12 H 0.173 -1.195 1.420  0.238
13 H 1.154 -2.433 -0.479  0.433
14 H 2.282 -1.208 -0.186  0.426
15 H 1.223 -1.111 -1.502  0.426
16 H -3.321 -0.781 -0.126  0.528



--- 2 ---
The following is a DFT calculation (wB97M-V/def2-TZVPD) of 2 unconnected molecules or ions with the total composition C3H9BNO2.

Properties
E_HOMO = -13.79 eV
total charge = +1
Kohn-Sham gap = 0.2939 Eh

Each line ends with the natural charge from an NBO analysis.
Positions of all 16 atoms, in Å:
1 B -0.096 0.334 0.862  1.330
2 C -0.536 -1.339 -0.572  -0.442
3 C 0.566 -1.772 0.507  -0.073
4 C -1.125 0.117 -0.306  -0.430
5 N -1.057 1.010 -1.458  -0.802
6 O 0.632 -0.594 1.320  -0.694
7 O 1.750 2.167 1.111  -0.961
8 H -0.242 -1.479 -1.611  0.270
9 H -1.471 -1.988 -0.518  0.250
10 H 0.364 -2.754 1.112  0.248
11 H 1.637 -1.867 0.087  0.228
12 H -2.201 -0.015 -0.077  0.285
13 H -0.358 1.664 -1.471  0.382
14 H -2.029 1.396 -1.677  0.401
15 H 1.462 2.827 1.731  0.496
16 H 2.701 2.292 0.959  0.514



Which one sits at the bottom of the stability order? 2 does.